# 1
Below is the molecule H3N3O2S, with properties calculated with ωB97M-V/def2-TZVPD.

Values from the calculation:
- Energy above the lowest of the compared OMol25 structures with the same formula, charge and spin: 315.47 kJ/mol
- HOMO energy (alpha / beta): -9.9 / -9.9 eV
- Structure (SMILES): NN(O)[N+]([O-])=S

```
! RIJCOSX wB97M-V def2-TZVPD def2/J DEFGRID3
* xyz 0 1
N -1.1202 0.5508 -0.7393
N -0.3674 0.5849 0.4222
O -0.8790 -0.1099 1.4882
N 1.0007 -0.3258 0.0532
O 1.6987 -0.6917 0.9726
S 1.2674 -0.4716 -1.5042
H -0.8641 1.4173 -1.2401
H -0.6709 -0.2265 -1.3176
H -0.0651 -0.7275 1.8650
*
```

---

# 2
Below is a cluster of 2 separate species, H3N3O3 in total, with properties calculated with ωB97M-V/def2-TZVPD.

Values from the calculation:
- Energy above the lowest of the compared OMol25 structures with the same formula, charge and spin: 616.33 kJ/mol
- HOMO energy (alpha / beta): -10.4 / -10.3 eV

```
! RIJCOSX wB97M-V def2-TZVPD def2/J DEFGRID3
* xyz 0 1
N -1.4436 -0.6417 -0.3669
N -0.0197 0.3718 0.6916
N 1.1271 -0.2514 0.0569
O 1.5648 -1.2320 0.6120
O 1.5616 0.4321 -0.8460
O -0.3085 1.5565 0.3158
H -0.8237 -1.4212 -0.5542
H -1.8486 -0.7020 0.5357
H 0.1907 1.8878 -0.4450
*
```

---

Maximum force values (in Eh/bohr) by entry order: 0.0705, 0.0855.